Record 1
39
Properties=species:S:1:pos:R:3:lowdin_charge:R:1 method="wB97M-V/def2-TZVPD" e_lumo_ev="1.9714 / 1.9575" e_homo_ha="-0.133 / -0.131" spin_multiplicity=5 homo_lumo_gap_ev="5.60 / 5.53" charge=-1
Fe -0.11 -0.05 0.40 0.77
C -4.16 -0.44 -0.32 -0.08
C -3.49 0.50 0.78 -0.43
O -2.10 0.54 0.88 -0.36
H -3.74 -1.44 -0.24 0.04
H -3.75 0.00 -1.23 0.05
H -5.24 -0.37 -0.41 0.06
H -3.90 0.34 1.78 0.08
H -3.82 1.53 0.67 0.08
C 2.79 2.91 1.43 -0.01
C 1.95 1.78 1.04 -0.28
C 2.70 0.53 0.44 -0.34
O 1.95 -0.34 0.05 -0.08
C 4.19 0.52 0.30 -0.01
C 4.89 1.59 0.85 -0.35
C 4.16 2.85 1.35 -0.37
O 4.89 3.81 1.82 -0.06
O 6.16 1.39 0.70 -0.08
O 0.68 1.71 1.12 -0.09
H 2.28 3.78 1.81 0.10
H 4.62 -0.33 -0.19 0.09
C -0.52 -3.14 -2.39 -0.07
C -1.05 -3.05 -0.97 -0.25
O -0.21 -2.13 -0.23 -0.13
H 0.41 -3.69 -2.48 0.07
H -0.40 -2.10 -2.71 0.07
H -1.20 -3.72 -3.02 0.08
H -1.17 -3.96 -0.38 0.12
H -2.02 -2.60 -1.17 0.10
H 0.52 -2.69 0.05 0.10
O -0.32 0.55 -1.54 -0.04
H 0.15 -0.02 -2.15 0.07
H -0.76 1.19 -2.09 0.07
O 0.34 -1.02 2.33 -0.02
H -0.27 -1.53 2.87 0.07
H 1.20 -1.35 2.56 0.08
O -1.81 2.86 -0.95 -0.06
H -2.00 2.05 -0.48 -0.03
H -1.83 3.54 -0.28 0.04

=====

Record 2
135
Properties=species:S:1:pos:R:3:lowdin_charge:R:1 method="wB97M-V/def2-TZVPD" e_lumo_ev=-0.2311 e_homo_ha=-0.347 homo_lumo_gap_ev=9.21 charge=0
C -0.33 2.07 -5.20 0.03
C -0.63 1.37 -3.91 -0.53
O 0.12 0.59 -3.38 0.10
O -1.84 1.70 -3.38 -0.02
C -1.82 2.03 -1.97 -0.14
C -2.86 1.20 -1.22 -0.15
C -2.36 0.70 0.13 -0.16
C -1.15 -0.24 0.08 -0.07
C -1.41 -1.73 -0.20 -0.33
C -1.38 -1.99 -1.73 -0.04
C -1.36 -3.43 -2.16 -0.22
O -0.36 -4.12 -2.16 0.06
O -2.56 -2.25 0.49 -0.10
C -3.82 -2.09 -0.10 -0.68
S -4.92 -1.66 1.32 0.83
C -4.36 -3.38 -0.78 -0.20
P -5.26 -2.92 -2.26 0.41
O -6.21 -1.84 -1.98 -0.26
O -4.25 -2.47 -3.42 -0.12
O -5.94 -4.26 -2.79 -0.12
C -0.20 -2.50 0.39 -0.34
O -0.21 -2.36 1.80 0.02
O 0.95 -1.91 -0.15 -0.03
C 2.10 -2.70 -0.16 -0.18
N 2.48 -3.10 -1.53 0.17
C 3.40 -2.51 -2.05 -0.32
O 4.27 -1.95 -2.55 0.18
H -1.07 1.80 -5.96 0.09
H 0.68 1.82 -5.50 0.09
H -0.44 3.14 -5.03 0.09
H -0.82 1.89 -1.57 0.12
H -2.05 3.09 -1.91 0.13
H -3.73 1.84 -1.04 0.12
H -3.21 0.42 -1.89 0.10
H -3.20 0.27 0.69 0.07
H -2.06 1.57 0.70 0.09
H -0.50 0.12 -0.71 0.10
H -0.59 -0.11 1.00 0.13
H -2.18 -1.45 -2.23 0.10
H -0.46 -1.54 -2.08 0.12
H -2.29 -3.90 -2.50 0.10
H -3.89 -1.24 -0.76 0.07
H -6.13 -1.99 0.88 -0.13
H -5.12 -3.83 -0.14 0.08
H -3.60 -4.13 -0.93 0.09
H -3.98 -3.19 -4.00 0.09
H -6.45 -4.03 -3.59 0.09
H -0.26 -3.56 0.18 0.14
H 0.63 -2.66 2.15 0.11
H 2.92 -2.12 0.27 0.14
H 1.98 -3.59 0.45 0.10
C 6.26 0.44 -2.26 0.05
N 6.69 1.60 -1.42 -0.44
O 7.26 2.52 -1.97 0.04
O 6.43 1.55 -0.24 0.08
H 6.56 0.63 -3.28 0.10
H 6.74 -0.44 -1.86 0.10
H 5.18 0.36 -2.17 0.09
C -9.44 -1.10 -2.15 0.04
N -10.70 -1.54 -1.48 -0.46
O -11.08 -0.90 -0.52 0.07
O -11.25 -2.51 -1.94 0.05
H -9.06 -0.23 -1.64 0.10
H -8.73 -1.92 -2.09 0.07
H -9.69 -0.88 -3.18 0.10
C -2.06 5.31 2.76 0.05
N -2.74 4.20 2.05 -0.45
O -3.52 4.48 1.16 0.07
O -2.46 3.07 2.41 0.06
H -2.40 6.25 2.34 0.09
H -2.32 5.24 3.81 0.10
H -0.99 5.18 2.62 0.10
C -2.39 -3.32 4.11 0.06
N -1.49 -3.45 5.28 -0.42
O -0.30 -3.28 5.12 0.06
O -2.00 -3.72 6.35 0.05
H -1.82 -3.07 3.22 0.07
H -2.90 -4.27 4.00 0.11
H -3.10 -2.53 4.34 0.10
C 5.90 4.98 -3.59 0.04
N 4.64 4.46 -4.20 -0.44
O 3.60 4.60 -3.58 0.05
O 4.73 3.93 -5.29 0.04
H 5.66 5.42 -2.63 0.08
H 6.57 4.14 -3.48 0.08
H 6.30 5.72 -4.28 0.07
C 6.40 6.39 -7.98 0.05
N 7.58 6.72 -7.15 -0.44
O 8.58 7.14 -7.70 0.07
O 7.47 6.54 -5.96 0.05
H 6.64 6.60 -9.02 0.10
H 6.18 5.34 -7.83 0.10
H 5.58 7.01 -7.63 0.06
C 1.49 -2.18 7.19 0.03
N 2.70 -1.50 7.74 -0.46
O 3.78 -1.80 7.26 0.06
O 2.53 -0.70 8.63 0.06
H 1.79 -2.86 6.41 0.08
H 1.02 -2.71 8.01 0.10
H 0.83 -1.41 6.80 0.10
C -5.07 -3.96 8.45 0.05
N -5.75 -4.21 7.14 -0.45
O -5.03 -4.32 6.17 0.05
O -6.96 -4.29 7.15 0.07
H -4.01 -3.91 8.26 0.08
H -5.45 -3.02 8.84 0.10
H -5.33 -4.78 9.11 0.10
C 3.50 10.44 -6.42 0.05
N 4.57 9.44 -6.68 -0.45
O 4.88 8.69 -5.78 0.08
O 5.07 9.45 -7.79 0.06
H 3.16 10.32 -5.40 0.09
H 3.93 11.43 -6.58 0.10
H 2.70 10.26 -7.14 0.10
C 9.27 4.92 -0.35 0.05
N 8.56 5.65 -1.43 -0.44
O 7.41 6.00 -1.21 0.05
O 9.16 5.83 -2.46 0.08
H 8.61 4.83 0.50 0.10
H 9.55 3.95 -0.74 0.09
H 10.16 5.50 -0.10 0.10
C -0.15 -7.37 0.21 0.05
N 0.24 -6.44 1.30 -0.44
O 1.06 -5.58 1.05 0.05
O -0.30 -6.59 2.38 0.08
H 0.41 -7.10 -0.68 0.10
H 0.09 -8.38 0.54 0.10
H -1.22 -7.26 0.06 0.10
C -1.19 -5.77 9.48 0.05
N -2.46 -6.17 10.15 -0.46
O -2.83 -5.51 11.10 0.06
O -3.04 -7.12 9.69 0.06
H -0.79 -4.91 10.01 0.09
H -0.51 -6.62 9.54 0.10
H -1.42 -5.53 8.45 0.09

=====

How do the records compare in DFT total energy? In the order shown, they have -2333.32062; -5035.15136 hartree.
How do the records compare in largest force on an atom? In the order shown, they have 6.6; 1.9 eV Å⁻¹.